{
  "formula": "C46H32BrF4OPSiTi",
  "method": "ωB97M-V/def2-TZVPD",
  "species": ["Ti", "F", "C", "C", "F", "C", "F", "C", "P", "C", "C", "C", "C", "C", "C", "C", "C", "C", "C", "C", "C", "C", "Br", "C", "F", "H", "H", "H", "H", "H", "H", "H", "H", "H", "H", "C", "C", "C", "C", "C", "C", "C", "C", "C", "C", "H", "H", "H", "H", "H", "H", "H", "O", "Si", "C", "C", "C", "C", "C", "C", "C", "C", "C", "C", "C", "C", "C", "C", "C", "C", "C", "C", "H", "H", "H", "H", "H", "H", "H", "H", "H", "H", "H", "H", "H", "H", "H"],
  "positions_angstrom": [[0.30488, 0.04626, -0.22588], [-3.86495, -3.17129, -5.19403], [-3.31645, -2.22807, -4.46406], [-3.60033, -0.89327, -4.70706], [-4.42586, -0.55237, -5.67145], [-3.00396, 0.07738, -3.91555], [-3.30893, 1.34731, -4.15038], [-2.12436, -0.23436, -2.88327], [-1.28928, 1.12751, -2.00019], [-2.55489, 2.08489, -1.15654], [-2.26145, 3.38036, -0.72916], [-3.18762, 4.07524, 0.03302], [-4.39604, 3.48176, 0.37482], [-4.68155, 2.18762, -0.04185], [-3.76147, 1.48450, -0.80240], [-0.45959, 2.10155, -3.25306], [0.76878, 1.64193, -3.72244], [1.42514, 2.33605, -4.72521], [0.86061, 3.48814, -5.25108], [-0.36754, 3.94512, -4.78687], [-1.03427, 3.25482, -3.79129], [-1.88258, -1.58524, -2.65258], [-0.83899, -2.20599, -1.17583], [-2.46008, -2.57084, -3.42468], [-2.22208, -3.85103, -3.18070], [-1.31851, 3.84671, -0.99019], [-2.96882, 5.08463, 0.35422], [-5.11904, 4.03192, 0.96182], [-5.62503, 1.72779, 0.21905], [-3.99237, 0.47517, -1.12289], [1.22520, 0.74606, -3.31215], [2.38084, 1.97883, -5.08456], [1.37700, 4.03497, -6.02865], [-0.80958, 4.83805, -5.20735], [-1.99884, 3.60249, -3.44869], [-0.67031, -3.65675, 3.31833], [0.32002, -3.36523, 2.35996], [0.36561, -2.12523, 1.77691], [-0.60227, -1.14332, 2.09965], [-0.60928, 0.13686, 1.48316], [-1.44397, 1.14310, 1.91909], [-2.36695, 0.87494, 2.94616], [-2.43483, -0.37591, 3.50279], [-1.55723, -1.41426, 3.10664], [-1.57111, -2.69902, 3.69954], [-0.68751, -4.63360, 3.78081], [1.06844, -4.10934, 2.12208], [1.23075, -1.88191, 1.14536], [-1.42673, 2.12728, 1.46522], [-3.03061, 1.65818, 3.28569], [-3.16162, -0.58166, 4.27900], [-2.29850, -2.91121, 4.47294], [1.68011, 1.07485, -0.05752], [3.21036, 1.53984, -0.71163], [3.44725, 0.12190, -1.93380], [2.70658, -1.06056, -1.83608], [2.82019, -2.09830, -2.74932], [3.71233, -1.97729, -3.80359], [4.48277, -0.82683, -3.91595], [4.35167, 0.20334, -2.99433], [4.38590, 1.54828, 0.70547], [4.54327, 0.41653, 1.51185], [5.43991, 0.41864, 2.56457], [6.20444, 1.55221, 2.82009], [6.06615, 2.68022, 2.02595], [5.15988, 2.67914, 0.97445], [2.94348, 3.18820, -1.52807], [3.90647, 3.74412, -2.37434], [3.70544, 4.98303, -2.96437], [2.53666, 5.68819, -2.71758], [1.57547, 5.15820, -1.86813], [1.78237, 3.92202, -1.27556], [2.03241, -1.24888, -0.98736], [2.23211, -2.99971, -2.62903], [3.81881, -2.77742, -4.52310], [5.19351, -0.73121, -4.72593], [4.97598, 1.07917, -3.11507], [3.96526, -0.48197, 1.31323], [5.55336, -0.46119, 3.18372], [6.91080, 1.55139, 3.63928], [6.66162, 3.56081, 2.22512], [5.04922, 3.57002, 0.36719], [4.83994, 3.22897, -2.56784], [4.46673, 5.40223, -3.60878], [2.38153, 6.65677, -3.17416], [0.67327, 5.71830, -1.65641], [1.03564, 3.52817, -0.59237]],
  "forces_ev_per_angstrom": [[0.31, 0.23, 0.03], [0.01, 0.04, 0.00], [-0.05, 0.00, -0.04], [0.04, -0.05, 0.03], [0.00, -0.01, 0.00], [0.04, 0.04, 0.10], [0.01, 0.01, -0.06], [-0.08, 0.15, 0.00], [0.22, -0.31, 0.16], [-0.02, -0.06, -0.01], [0.02, 0.01, 0.01], [0.02, 0.03, -0.01], [0.00, -0.05, -0.01], [-0.01, 0.03, 0.02], [0.01, -0.01, -0.03], [-0.08, 0.12, -0.06], [0.03, 0.00, -0.01], [0.04, -0.05, 0.05], [-0.03, 0.05, 0.01], [0.05, 0.00, -0.03], [0.00, -0.07, 0.04], [0.03, 0.03, 0.04], [-0.13, -0.04, -0.25], [0.06, -0.10, 0.06], [0.00, 0.01, -0.01], [0.00, 0.01, -0.03], [0.00, 0.01, 0.00], [0.00, 0.00, 0.00], [0.00, 0.00, 0.00], [0.00, 0.01, 0.01], [-0.01, 0.00, -0.02], [0.01, 0.01, -0.01], [0.00, 0.00, -0.01], [0.00, 0.01, 0.00], [-0.02, 0.01, 0.02], [-0.05, 0.03, 0.04], [0.05, 0.01, -0.07], [0.02, -0.01, -0.06], [0.15, 0.07, 0.14], [-0.09, 0.28, 0.16], [-0.01, -0.07, -0.06], [-0.01, -0.02, 0.04], [-0.02, 0.02, 0.00], [0.00, -0.08, -0.11], [0.02, -0.05, -0.01], [0.00, 0.00, 0.00], [0.00, 0.00, 0.00], [-0.01, 0.00, 0.02], [0.00, -0.01, 0.01], [0.00, 0.01, 0.00], [0.00, 0.00, 0.01], [0.00, 0.00, 0.01], [-0.61, -0.12, -0.34], [0.04, -0.11, 0.05], [-0.05, 0.00, 0.19], [-0.04, 0.12, -0.05], [-0.07, -0.04, 0.02], [0.04, 0.08, 0.00], [-0.03, -0.05, -0.01], [0.00, -0.01, -0.04], [0.06, 0.06, -0.19], [-0.01, -0.03, -0.04], [0.02, -0.01, 0.04], [-0.03, 0.00, -0.03], [0.00, -0.01, 0.01], [-0.04, 0.02, 0.04], [0.06, -0.14, 0.11], [0.02, 0.04, 0.01], [0.01, 0.00, -0.02], [-0.03, 0.00, 0.01], [0.01, -0.01, 0.01], [-0.02, -0.04, 0.00], [0.14, -0.01, 0.13], [0.01, 0.00, -0.01], [0.00, -0.01, 0.00], [0.00, -0.01, -0.01], [-0.02, 0.03, 0.01], [0.01, 0.00, 0.00], [0.00, 0.00, 0.00], [0.00, 0.00, 0.01], [0.00, 0.00, 0.00], [0.01, 0.00, 0.00], [0.01, -0.03, 0.00], [0.00, 0.00, 0.00], [0.00, 0.00, 0.00], [0.00, 0.01, -0.01], [0.00, 0.02, -0.01]],
  "relative_energy_kj_mol": 0.0,
  "orbital_gap_ev": 6.383,
  "lumo_ev": -7.26,
  "charge": 2
}